# 1
# C22H38Cl14F6O4

A cluster of 9 separate species, C22H38Cl14F6O4 in total (ωB97M-V/def2-TZVPD, OMol25).

CARTESIAN COORDINATES (ANGSTROEM)
C (-1.2452, -0.3243, 1.3840)
C (-0.4426, -1.5976, 0.9793)
O (-0.1085, -1.5675, -0.3929)
C (0.8454, -0.8146, -0.8619)
O (1.4759, 0.0096, -0.1741)
C (1.1465, -1.0326, -2.4061)
F (2.4697, -1.1403, -2.5753)
F (0.5058, -2.0984, -2.9304)
F (0.8606, 0.0376, -3.0938)
H (-2.0882, -0.2048, 0.7035)
H (-0.6950, 0.5769, 1.6547)
H (-1.7397, -0.5507, 2.3287)
H (-0.9951, -2.5038, 1.2278)
H (0.3985, -1.6468, 1.6708)
C (-1.3492, 3.5573, -4.2914)
C (-0.7919, 3.7888, -5.6870)
O (0.5177, 3.2305, -5.8452)
C (0.6971, 1.8415, -6.0639)
O (-0.2101, 1.0683, -6.2672)
C (2.1821, 1.3476, -5.9965)
F (2.5743, 1.0984, -7.2757)
F (2.9385, 2.2735, -5.4765)
F (2.2163, 0.2045, -5.1979)
H (-1.1988, 2.4903, -4.1267)
H (-2.3984, 3.8381, -4.1998)
H (-0.7734, 4.0617, -3.5155)
H (-0.9163, 4.8528, -5.8885)
H (-1.4582, 3.4173, -6.4655)
Cl (-4.0935, 2.8573, 4.4461)
C (-3.1378, 1.3755, 4.4591)
C (-3.9877, 0.1924, 3.8653)
Cl (-5.5019, 0.0301, 4.7720)
H (-2.9214, 1.1777, 5.5090)
H (-2.1561, 1.4760, 3.9962)
H (-3.4649, -0.7571, 3.9808)
H (-4.2506, 0.3609, 2.8210)
Cl (0.5819, 4.4878, 3.9453)
C (-0.0470, 3.6275, 5.4589)
C (0.6019, 2.2704, 5.6851)
Cl (0.4858, 1.1714, 4.2912)
H (-1.1156, 3.5672, 5.2523)
H (0.0138, 4.2901, 6.3222)
H (0.0586, 1.8459, 6.5294)
H (1.6700, 2.2931, 5.9012)
Cl (-3.5048, 0.4527, -1.3832)
C (-4.3186, 2.0522, -1.2907)
C (-5.8136, 1.9694, -1.5651)
Cl (-6.6597, 1.4396, -0.1390)
H (-3.8663, 2.6244, -2.1008)
H (-4.0821, 2.5474, -0.3489)
H (-6.0222, 1.3731, -2.4533)
H (-6.2234, 2.9720, -1.6875)
Cl (4.6562, -2.7452, 1.1373)
C (3.6487, -1.3989, 1.6903)
C (3.3478, -1.6378, 3.1547)
Cl (4.7792, -1.2777, 4.1841)
H (2.7502, -1.5944, 1.1050)
H (4.1007, -0.4366, 1.4502)
H (3.1143, -2.6865, 3.3388)
H (2.5028, -1.1144, 3.6021)
Cl (0.7884, 4.3098, 0.1556)
C (1.2166, 3.1695, -1.2177)
C (2.6359, 2.6856, -1.0506)
Cl (3.3059, 1.7002, -2.4198)
H (1.1048, 3.7557, -2.1298)
H (0.5004, 2.3478, -1.2208)
H (2.9103, 2.0557, -0.2044)
H (3.2516, 3.5832, -1.1093)
Cl (-1.7851, -7.0717, 4.0072)
C (-0.3046, -6.4153, 3.2425)
C (-0.0948, -4.9066, 3.4130)
Cl (1.2797, -4.4120, 2.3926)
H (-0.3487, -6.6728, 2.1842)
H (0.5786, -6.8889, 3.6711)
H (0.0028, -4.4803, 4.4114)
H (-0.9436, -4.4647, 2.8910)
Cl (2.9778, -5.3249, -1.1058)
C (2.2242, -4.6091, -2.5572)
C (3.3291, -4.2569, -3.5369)
Cl (2.6475, -3.3721, -4.9248)
H (1.7440, -3.6915, -2.2174)
H (1.4727, -5.3026, -2.9346)
H (3.8785, -5.1577, -3.8104)
H (4.0656, -3.5992, -3.0752)

Values from the calculation:
multiplicity: 2
HOMO energy (alpha / beta): -0.0156 / -0.2090 hartree
total charge: -1
strongest force on any atom: 5.47 eV/A
E_LUMO (alpha / beta): 0.0741 / 0.0721 hartree


# 2
# C2H8IN4O2

A structure of composition C2H8IN4O2 (ωB97M-V/def2-TZVPD, OMol25).

CARTESIAN COORDINATES (ANGSTROEM)
I (1.6937, -1.6669, 0.3845)
C (1.2467, 0.8068, -2.0402)
O (1.2681, 1.7319, -2.8442)
N (2.0914, -0.2168, -2.0301)
N (0.6089, 0.9029, -0.8740)
H (2.5969, -0.3820, -2.8887)
H (2.1139, -0.9827, -1.3720)
H (0.8103, 0.1607, -0.2193)
H (-0.1675, 1.5155, -0.6690)
C (-1.6234, -0.6579, 1.9468)
O (-1.2606, -1.2680, 3.0003)
N (-2.5574, 0.2135, 1.7103)
N (-0.7218, -0.5561, 1.0089)
H (-2.7323, 0.4924, 0.7555)
H (-2.8495, 0.6525, 2.5717)
H (-0.7048, 0.1895, 0.3278)
H (0.1874, -0.9354, 1.2317)

Values from the calculation:
HOMO energy: -0.1559 hartree
total charge: -1
strongest force on any atom: 6.29 eV/A
E_LUMO: 0.1195 hartree